## i
16
Properties=species:S:1:pos:R:3 method="wB97M-V/def2-TZVPD" charge=+1 orbital_gap_ev=12.666
C 1.43243 0.38127 0.34841
C -0.97768 1.03310 0.25806
C 0.01651 -1.19443 1.34263
C 0.06196 -0.83445 -1.22997
N 2.45477 0.87034 0.20289
N -0.51254 1.92508 -0.54821
N 0.16434 -0.22245 0.32654
O -1.97053 0.84195 0.86127
H -0.97444 -1.58658 1.51864
H 0.59621 -2.09269 1.19598
H 0.53080 -0.75361 2.31939
H -0.19047 -0.04725 -1.83795
H 1.08140 -1.16405 -1.51553
H -0.71847 -1.70797 -1.25881
H 0.28961 2.00949 -1.12840
H -1.28391 2.54224 -0.85494

---

## ii
16
Properties=species:S:1:pos:R:3 method="wB97M-V/def2-TZVPD" charge=+1 orbital_gap_ev=9.563
C -0.90499 1.62231 0.03497
C -1.72628 -0.61957 -0.13904
C 1.12757 -0.55368 -1.27995
C 1.03743 -0.44393 1.26214
N 0.28592 1.23239 -0.00800
N -1.94194 0.65925 -0.03469
N 0.46599 -0.17629 -0.03371
O -2.04383 -1.72599 -0.12873
H -0.97683 2.70709 0.37342
H 2.05234 -0.97935 -1.05397
H 0.52835 -1.49968 -1.68646
H 1.11856 0.18967 -2.07285
H 1.31241 -1.47833 1.49480
H 2.06320 -0.04532 1.41013
H 0.49185 0.09636 2.02634
H -2.88975 1.01505 -0.16440

---

Most stable to least stable, the ends of the list are i and ii.

---

## i
21
Properties=species:S:1:pos:R:3 method="wB97M-V/def2-TZVPD" charge=0 orbital_gap_ev=8.195
C -2.77703 1.22947 0.38912
C -2.55102 -0.13334 0.54276
C -1.72306 2.05278 0.05548
C -1.29887 -0.67564 0.33282
C -0.44156 1.53381 -0.12578
C -0.21705 0.13674 -0.02121
C 1.78793 2.14326 -0.30835
C 2.35928 0.79583 -0.04362
C 1.40045 -1.72349 -0.23623
N 0.56114 2.44317 -0.36428
N 1.00310 -0.35598 -0.36069
F 2.77155 0.59255 1.23108
H -3.76388 1.64024 0.53485
H -3.35816 -0.77706 0.85814
H -1.84761 3.11865 -0.05232
H -1.15303 -1.73927 0.45712
H 2.50802 2.94407 -0.44393
H 3.12601 0.44308 -0.72943
H 2.37807 -1.84858 -0.70352
H 1.46068 -2.07803 0.80064
H 0.68074 -2.33450 -0.78377

---

## ii
21
Properties=species:S:1:pos:R:3 method="wB97M-V/def2-TZVPD" charge=0 orbital_gap_ev=9.519
F 1.66388 2.28210 1.16941
C -0.37862 1.08242 -2.19382
C 1.01105 1.20198 -2.22597
C -1.07459 1.37032 -1.01940
C 1.71098 1.60820 -1.08972
C -0.38930 1.77772 0.12532
C 0.99257 1.88780 0.06401
H -0.92380 0.76221 -3.09152
H 1.56293 0.97645 -3.14802
H -2.16826 1.27760 -0.98950
H 2.80418 1.71082 -1.08646
H -0.91111 2.01070 1.06288
N -1.84233 -2.20342 1.49633
C -1.09454 -2.35823 0.41526
C -0.97245 -1.79899 2.48058
C 0.31215 -1.70866 1.98985
N 0.21356 -2.06975 0.66921
H -1.44460 -2.67397 -0.56753
H -1.31517 -1.59286 3.49456
H 1.26052 -1.42803 2.44806
H 0.98294 -2.11443 -0.00353

---

Most stable to least stable, the ends of the list are ii and i.

---

## i
18
Properties=species:S:1:pos:R:3 method="wB97M-V/def2-TZVPD" charge=0 orbital_gap_ev=9.406
C -1.83512 -2.08370 0.24055
C -3.16360 -0.14315 0.11139
C 1.81173 0.09321 -1.17289
N -1.91118 -0.90266 -0.21323
N 1.52376 0.98592 -0.12404
Si 2.68319 1.71608 0.91607
H -2.64912 -2.69653 0.80213
H 0.55525 0.98387 0.18236
H -1.00039 -2.65318 0.01057
H -3.71262 -0.58498 1.01748
H -2.90121 0.91962 0.19144
H -3.79386 -0.44783 -0.88257
H 2.82216 0.13782 -1.53657
H 1.56911 -1.05033 -0.93730
H 1.06615 0.28730 -2.01199
H 3.88622 1.46688 0.12909
H 2.16213 2.99153 1.11030
H 2.88739 0.98013 2.16721

---

## ii
18
Properties=species:S:1:pos:R:3 method="wB97M-V/def2-TZVPD" charge=0 orbital_gap_ev=9.747
C -1.26284 -1.22951 2.27184
C -1.80255 -0.21009 1.27361
C -0.88753 1.04753 1.23420
N 0.83456 1.23693 -2.94287
N 2.23916 -1.00083 -2.22724
Si 2.28223 0.68869 -2.53747
H -0.37916 -1.62917 1.94783
H -1.21833 -0.64661 3.11785
H -2.12302 -1.99609 2.46369
H -1.95273 -0.71738 0.25266
H -2.77278 0.23572 1.71041
H 0.07581 0.63761 0.80815
H -0.51486 1.53872 2.11611
H -1.32389 1.83070 0.59816
H 0.47666 2.15198 -3.01951
H 3.14547 -1.42536 -2.21072
H 1.44979 -1.54439 -2.27885
H 3.73401 1.03157 -2.57786

---

Most stable to least stable, the ends of the list are ii and i.

---

## i
12
Properties=species:S:1:pos:R:3 method="wB97M-V/def2-TZVPD" charge=+2 orbital_gap_ev=10.275
C -1.64429 1.93634 1.46879
C 0.49488 -0.82513 -0.33626
C 1.50310 -1.61410 -1.02018
N -2.63444 3.69554 2.77367
N -2.18867 2.90065 2.16727
N -1.17582 1.09670 0.84970
O 1.66301 -1.74003 -2.24491
H -0.06534 -0.16905 -0.99865
H 0.94982 -0.28737 0.49562
H -0.19234 -1.53801 0.14051
H 2.21862 -2.19097 -0.42047
H 1.07147 -1.26456 -2.87510

---

## ii
12
Properties=species:S:1:pos:R:3 method="wB97M-V/def2-TZVPD" charge=+2 orbital_gap_ev="8.425 / 6.235"
C -0.30120 -1.47350 0.24245
C -0.85907 0.88466 0.04153
C -0.29409 2.08302 -0.18464
N 1.02152 -1.39211 0.04580
N -1.09606 -0.31094 0.34022
N 1.93918 -2.11786 0.09199
O 2.99086 -2.53624 -0.06380
H -0.82059 -2.23050 -0.20139
H 0.43663 2.45543 0.52460
H -0.99305 2.81083 -0.37655
H -0.02692 2.33343 -1.23223
H -1.99722 -0.50622 0.77202

---

Most stable to least stable, the ends of the list are i and ii.

---

## i
17
Properties=species:S:1:pos:R:3 method="wB97M-V/def2-TZVPD" charge=-1 orbital_gap_ev=7.304
C -1.31965 0.32063 1.80597
C -0.59231 0.75007 0.56153
S 0.77486 -0.36753 0.03240
H -1.98761 -0.53587 1.71014
H -0.69406 0.20745 2.66920
H -2.06621 1.06664 2.13765
H -1.30238 0.82074 -0.24292
H -0.14344 1.73282 0.71008
H 0.36210 -1.71035 -2.15032
H -1.06673 -1.51584 -1.99536
O -0.45322 -1.85532 -2.66188
H -0.53138 2.27268 -1.78795
H -0.92070 1.25488 -2.77721
O -0.79483 2.21272 -2.71847
H 1.23335 -1.39590 3.00131
H 1.74514 -0.36366 2.15485
O 1.74623 -0.58082 3.11771

---

## ii
17
Properties=species:S:1:pos:R:3 method="wB97M-V/def2-TZVPD" charge=-1 orbital_gap_ev=6.875
C -0.13322 0.64755 -1.78841
C -0.67949 -0.68147 -1.24395
S 0.28401 -1.52195 0.11301
H 0.03641 1.32378 -0.93469
H 0.78042 0.72455 -2.37329
H -0.95541 1.18104 -2.28920
H -1.68939 -0.45412 -0.89735
H -0.71726 -1.38905 -2.07208
H 0.64962 1.20063 1.45380
H -0.52029 0.66775 0.93522
O -0.27226 1.13821 1.75695
H -0.75550 2.28202 3.79089
H -0.89750 3.27645 2.62361
O -0.87878 3.20763 3.57783
H 2.65139 -4.06977 -0.75568
H 1.37030 -3.30858 -0.91906
O 1.72695 -4.22468 -0.97758

---

Most stable to least stable, the ends of the list are i and ii.